Computed, not measured: a structure of composition C15H31AuN5O7, with ωB97M-V/def2-TZVPD.

```
! wB97M-V def2-TZVPD RIJCOSX def2/J DEFGRID3
* xyz 1 3
O -0.147 2.427 -4.222
H 0.144 2.871 -5.042
Au 0.452 0.771 -1.819
N -0.044 -1.247 -1.745
N -1.584 0.892 -1.457
N 2.264 0.321 -0.934
N 0.819 2.444 -0.725
O 0.784 -2.236 -1.694
O 2.823 -0.898 -0.903
O -0.077 3.393 -0.460
O -2.189 1.953 -1.112
C -2.212 -0.296 -1.584
C -1.374 -1.450 -1.688
C 2.830 1.328 -0.271
C 2.029 2.519 -0.177
C -1.849 -2.856 -1.621
H -1.692 -3.274 -0.613
H -1.311 -3.484 -2.344
H -2.919 -2.910 -1.842
C -3.695 -0.356 -1.474
H -4.128 0.635 -1.649
H -4.007 -0.698 -0.476
H -4.103 -1.057 -2.211
C 4.144 1.150 0.411
C 2.418 3.722 0.608
H 4.621 0.219 0.083
H 4.021 1.114 1.504
H 4.809 1.994 0.185
H 1.697 4.528 0.439
H 3.419 4.066 0.318
H 2.446 3.496 1.683
H 2.044 -1.518 -1.251
H -0.971 2.937 -0.700
C 0.837 1.235 -4.013
H 0.255 0.305 -3.816
H 1.687 1.537 -3.357
H 1.351 0.980 -4.956
O 3.242 -2.569 -4.354
H 3.945 -2.109 -3.856
H 2.565 -2.751 -3.672
O -0.651 1.015 0.960
C -0.696 0.307 1.980
C -1.518 0.680 3.198
C -2.636 -0.318 3.479
C -2.158 -1.527 4.286
C -1.203 -2.435 3.520
C 0.127 -1.779 3.131
N -0.007 -0.868 2.007
H -0.840 0.775 4.060
H -1.943 1.669 2.994
H -3.431 0.193 4.036
H -3.085 -0.653 2.532
H -1.673 -1.178 5.207
H -3.034 -2.117 4.579
H -0.968 -3.309 4.141
H -1.694 -2.812 2.613
H 0.560 -1.252 3.997
H 0.833 -2.564 2.829
H 0.669 -0.952 1.253
*
```

Calculated values
HOMO energy (spin up / spin down) (eV): -10.556 / -12.087
Relative energy (zero: lowest compared OMol25 entry of this formula, charge and spin) (kcal per mole): 36.26
Orbital gap (spin up / spin down) (eV): 6.60 / 6.68

Computed, not measured: a structure of composition C15H31BF4P2Pb, with ωB97M-V/def2-TZVPD.

```
! wB97M-V def2-TZVPD RIJCOSX def2/J DEFGRID3
* xyz 2 1
P 0.192 -1.414 -6.624
P 0.012 1.814 -6.511
C -0.211 -0.473 -8.195
C 0.291 0.979 -8.167
H -1.307 -0.509 -8.308
H 0.246 -1.021 -9.034
H 1.376 1.026 -8.362
H -0.227 1.579 -8.930
C -1.589 2.659 -6.861
H -1.795 3.351 -6.031
H -2.395 1.914 -6.907
H -1.538 3.217 -7.806
C 1.160 3.233 -6.720
H 0.974 3.758 -7.666
H 2.193 2.858 -6.694
H 1.011 3.920 -5.874
C -0.965 -2.824 -6.841
H -0.751 -3.564 -6.056
H -0.850 -3.283 -7.832
H -1.993 -2.457 -6.712
C 1.764 -2.223 -7.149
H 2.563 -1.471 -7.205
H 1.643 -2.717 -8.122
H 2.033 -2.967 -6.385
Pb 0.079 -0.014 0.249
C 0.673 1.742 -1.646
C -0.720 1.658 -1.722
C -1.480 0.768 -2.672
C -1.864 -0.730 -2.300
C -0.846 -1.625 -1.651
C 0.549 -1.547 -1.879
C 1.203 -0.605 -2.844
C 1.632 0.875 -2.437
C 0.138 -1.871 1.465
H 1.137 2.402 -0.905
H -1.337 2.232 -1.023
H -0.949 0.751 -3.643
H -2.451 1.291 -2.855
H -2.791 -0.690 -1.678
H -2.177 -1.252 -3.232
H -1.217 -2.325 -0.903
H 1.216 -2.154 -1.259
H 0.577 -0.537 -3.751
H 2.144 -1.118 -3.157
H 2.616 0.794 -1.909
H 1.858 1.441 -3.372
H 0.938 -1.673 2.148
H 0.385 -2.816 0.860
H -0.874 -1.832 1.863
F -0.102 0.909 2.211
B -0.065 0.294 3.912
F -0.936 1.224 4.360
F -0.517 -1.018 4.049
F 1.326 0.250 4.053
*
```

Calculated values
HOMO energy (spin up / spin down) (eV): -13.116 / -13.085
Orbital gap (spin up / spin down) (eV): 2.32 / 2.27

Computed, not measured: a structure of composition C15H31BF4P2Ti, with ωB97M-V/def2-TZVPD.

```
! wB97M-V def2-TZVPD RIJCOSX def2/J DEFGRID3
* xyz 0 3
P -0.846 -3.501 -2.839
P -0.125 -0.803 -1.812
C -0.343 -2.283 -4.158
C 0.577 -1.284 -3.478
H -1.254 -1.750 -4.491
H 0.126 -2.824 -5.003
H 1.594 -1.668 -3.304
H 0.677 -0.339 -4.024
C -1.794 -0.069 -2.110
H -1.664 1.016 -1.996
H -2.559 -0.392 -1.390
H -2.102 -0.296 -3.135
C 0.770 0.774 -1.782
H 0.869 1.052 -2.833
H 1.744 0.664 -1.306
H 0.170 1.531 -1.278
C -1.901 -4.706 -3.669
H -2.178 -5.462 -2.913
H -1.439 -5.193 -4.545
H -2.812 -4.198 -4.041
C 0.831 -4.212 -2.403
H 1.705 -3.766 -2.901
H 0.730 -5.270 -2.689
H 0.985 -4.192 -1.289
Ti -0.445 -2.798 -0.769
C 1.084 2.925 3.656
C -0.172 3.380 3.479
C -0.682 4.131 2.283
C -1.258 3.249 1.107
C -0.653 1.886 1.005
C 0.681 1.685 1.200
C 1.781 2.676 1.176
C 2.194 2.905 2.636
C 0.542 -1.784 0.901
H 1.387 2.567 4.642
H -0.915 3.165 4.244
H 0.089 4.824 1.911
H -1.554 4.704 2.651
H -2.349 3.130 1.254
H -1.187 3.841 0.188
H -1.336 1.043 0.845
H 0.980 0.694 1.592
H 1.475 3.583 0.629
H 2.605 2.195 0.603
H 2.876 2.088 2.915
H 2.758 3.841 2.668
H 1.173 -0.913 0.778
H 1.210 -2.554 1.378
H -0.179 -1.583 1.708
F -0.787 -4.289 0.238
B -0.267 0.643 6.117
F -1.144 1.665 6.053
F 0.108 0.167 7.315
F 0.224 0.108 4.982
*
```

Calculated values
HOMO energy (spin up / spin down) (eV): -5.854 / -7.565
Relative energy (zero: lowest compared OMol25 entry of this formula, charge and spin) (kcal per mole): 48.54
Orbital gap (spin up / spin down) (eV): 6.43 / 7.97

Computed, not measured: a cluster of 2 separate species, C15H31Br2NO3Si in total, with ωB97M-V/def2-TZVPD.

```
! wB97M-V def2-TZVPD RIJCOSX def2/J DEFGRID3
* xyz 0 1
H 2.459 0.390 -1.441
N 2.091 1.169 -0.894
C 0.831 1.119 -0.764
C 0.157 2.220 0.012
C -0.050 0.015 -1.313
Si -0.010 -0.392 -3.162
C 0.683 -2.105 -3.500
C 1.776 -2.592 -2.554
O 1.137 -3.229 -1.427
C 1.914 -3.421 -0.339
O 3.072 -3.121 -0.317
C 1.126 -4.000 0.807
C 0.310 -2.877 1.461
C 0.883 0.919 -4.203
Br 2.804 0.531 -4.257
C 0.524 2.367 -3.817
C 1.650 3.353 -3.584
Br -0.689 3.086 -5.197
H -0.756 1.881 0.504
H 0.848 2.609 0.759
H -0.102 3.047 -0.660
H 0.194 -0.905 -0.778
H -1.096 0.228 -1.070
H -1.416 -0.365 -3.638
H -0.158 -2.804 -3.441
H 1.051 -2.153 -4.529
H 2.422 -1.797 -2.171
H 2.433 -3.320 -3.037
H 0.462 -4.785 0.443
H 1.841 -4.430 1.509
H -0.117 -3.205 2.410
H -0.507 -2.572 0.809
H 0.939 -2.005 1.661
H 0.584 0.737 -5.234
H -0.128 2.356 -2.942
H 1.238 4.300 -3.235
H 2.326 2.958 -2.823
H 2.207 3.532 -4.505
C -3.128 2.338 3.591
C -3.255 0.826 3.536
O -2.032 0.150 3.288
C -1.007 0.350 4.248
C -1.369 -0.096 5.654
H -2.679 2.722 2.673
H -4.117 2.784 3.703
H -2.522 2.671 4.434
H -3.898 0.537 2.703
H -3.726 0.450 4.451
H -0.683 1.397 4.252
H -0.169 -0.242 3.877
H -2.183 0.494 6.077
H -0.504 0.022 6.308
H -1.666 -1.145 5.659
*
```

Calculated values
HOMO energy (eV): -9.679
Relative energy (zero: lowest compared OMol25 entry of this formula, charge and spin) (kcal per mole): 0.00
Orbital gap (eV): 10.21
SMILES: [H]/N=C(/C)C[Si@H](CCOC(=O)CC)[C@H](Br)[C@@H](C)Br.CCOCC

Number 1: largest force on an atom 3.98 eV/A, molecular weight 590.4 g/mol. Number 2: largest force on an atom 2.96 eV/A, molecular weight 567.4 g/mol. Number 3: largest force on an atom 4.93 eV/A, molecular weight 408.0 g/mol. Number 4: largest force on an atom 0.58 eV/A, molecular weight 461.3 g/mol.